(1)
C3H4OS2 | ωB97M-V with the def2-TZVPD basis set

Properties
frontier orbital gap = 8.479 eV

Each line ends with the natural charge from an NBO analysis.
Positions of all 10 atoms, in Å:
C (-0.88, -0.76, 0.40)  -0.378
C (-0.08, 0.11, -0.10)  0.300
C (0.78, 0.12, -1.23)  -0.691
O (0.44, 1.20, 1.12)  -0.728
S (-1.36, -0.54, 2.19)  0.054
S (-0.77, 1.43, 2.16)  0.454
H (-1.19, -1.71, 0.00)  0.254
H (1.37, 0.98, -1.37)  0.257
H (0.15, -0.06, -2.08)  0.245
H (1.55, -0.75, -1.09)  0.233


(2)
C6H6 | ωB97M-V with the def2-TZVPD basis set

Properties
frontier orbital gap = 10.099 eV

Each line ends with the natural charge from an NBO analysis.
Positions of all 12 atoms, in Å:
C (1.49, 0.62, 1.32)  -0.692
C (0.38, 0.96, 0.44)  0.055
C (-0.55, 1.08, -0.32)  -0.043
C (-1.50, 0.36, -1.20)  -0.530
C (-1.02, -1.02, -0.98)  0.025
C (-0.39, -1.96, -0.58)  -0.267
H (1.16, -0.07, 2.10)  0.238
H (2.28, 0.11, 0.75)  0.238
H (1.90, 1.51, 1.78)  0.241
H (-1.42, 0.67, -2.25)  0.249
H (-2.54, 0.49, -0.89)  0.249
H (0.21, -2.75, -0.18)  0.236


(3)
C33H44HgN2O3 | ωB97M-V with the def2-TZVPD basis set

Properties
frontier orbital gap = 2.228 eV
charge = +2

Each line ends with the Mulliken charge.
Positions of all 83 atoms, in Å:
C (3.29, -3.23, 2.32)  -1.192
C (3.98, -2.86, 0.96)  0.182
C (3.69, -4.03, -0.06)  -0.871
C (3.00, -3.55, -1.37)  -1.063
C (1.68, -2.74, -1.12)  0.928
C (0.41, -3.65, -1.33)  -0.900
C (-0.47, -3.03, -2.49)  -0.506
C (-1.96, -3.49, -2.29)  -1.168
C (-2.86, -2.37, -1.67)  0.608
C (-3.15, -1.27, -2.74)  -0.559
C (-3.80, 0.02, -2.17)  -0.571
C (-5.29, -0.10, -1.74)  -0.828
C (-5.56, -0.79, -0.36)  -0.783
C (-4.65, -0.32, 0.81)  0.157
C (-5.04, 1.05, 1.45)  -0.610
C (-4.61, 1.16, 2.98)  -0.789
C (-3.15, 1.66, 3.09)  0.475
C (-2.80, 2.83, 3.79)  -1.001
C (-1.45, 3.32, 3.87)  -0.445
C (-0.41, 2.56, 3.20)  -0.108
C (-0.76, 1.38, 2.54)  -0.557
C (-2.09, 0.89, 2.46)  -0.064
C (0.38, 0.60, 1.83)  -0.126
O (0.45, -0.59, 1.82)  -0.389
C (1.39, 1.53, 1.10)  -0.126
C (1.90, 1.22, -0.14)  -0.184
C (2.85, 2.18, -0.75)  0.177
N (3.32, 1.86, -2.04)  -0.345
C (3.71, 0.67, -2.07)  0.619
O (3.92, -0.46, -2.19)  -0.295
C (3.23, 3.39, -0.07)  1.093
C (4.22, 4.38, -0.76)  -0.986
N (5.38, 3.63, -1.22)  -0.248
C (5.65, 3.85, -2.66)  -0.952
C (2.69, 3.68, 1.20)  -1.176
C (1.76, 2.76, 1.80)  0.796
C (1.08, 3.00, 3.16)  0.148
O (1.65, 3.46, 4.11)  -0.374
H (3.29, -4.32, 2.51)  0.393
H (2.25, -2.86, 2.32)  0.190
H (3.84, -2.73, 3.16)  0.332
H (3.50, -1.90, 0.63)  -0.253
H (5.06, -2.68, 1.05)  0.495
H (3.00, -4.78, 0.40)  0.341
H (4.65, -4.53, -0.28)  0.378
H (2.73, -4.42, -2.01)  0.510
H (3.75, -2.95, -1.94)  0.241
H (1.61, -2.30, -0.11)  -0.438
H (1.69, -1.89, -1.85)  0.064
H (0.65, -4.70, -1.58)  0.369
H (-0.21, -3.56, -0.41)  0.277
H (-0.07, -3.43, -3.45)  0.244
H (-0.33, -1.93, -2.53)  0.314
H (-2.36, -3.87, -3.25)  0.489
H (-1.94, -4.34, -1.57)  0.455
H (-3.82, -2.87, -1.44)  0.204
H (-2.35, -1.94, -0.79)  -0.395
H (-3.69, -1.67, -3.63)  0.284
H (-2.16, -0.95, -3.14)  0.274
H (-3.79, 0.75, -3.02)  0.389
H (-3.13, 0.46, -1.40)  0.095
H (-5.76, 0.90, -1.81)  0.383
H (-5.80, -0.74, -2.50)  0.354
H (-6.62, -0.57, -0.10)  0.481
H (-5.46, -1.89, -0.44)  0.258
H (-4.76, -1.08, 1.62)  0.443
H (-3.60, -0.38, 0.48)  -0.612
H (-6.12, 1.24, 1.41)  0.402
H (-4.46, 1.84, 0.92)  0.363
H (-5.23, 1.97, 3.41)  0.388
H (-4.79, 0.23, 3.55)  0.457
H (-3.56, 3.44, 4.31)  0.425
H (-1.20, 4.24, 4.43)  0.769
H (-2.23, -0.06, 1.92)  0.819
H (1.57, 0.30, -0.63)  0.494
H (3.65, 4.84, -1.60)  0.354
H (4.49, 5.21, -0.07)  0.397
H (6.20, 3.89, -0.67)  0.291
H (6.45, 3.17, -3.02)  0.293
H (5.97, 4.90, -2.88)  0.363
H (4.72, 3.67, -3.23)  0.352
H (2.95, 4.60, 1.74)  0.552
Hg (-0.14, 5.09, 2.25)  0.757


(4)
C4H10N3O | ωB97M-V with the def2-TZVPD basis set

Properties
frontier orbital gap (spin up / spin down) = 7.257 / 8.008 eV
charge = +1

Each line ends with the natural charge from an NBO analysis.
Positions of all 18 atoms, in Å:
C (-2.43, -1.21, -0.16)  -0.057
C (-1.52, -2.07, 0.36)  -0.333
C (0.20, 0.26, -0.16)  0.509
C (-1.24, 2.08, 0.06)  -0.432
N (-2.26, 0.12, -0.11)  -0.152
N (-1.08, 0.63, 0.11)  -0.202
N (3.41, -0.30, -0.18)  -0.903
O (1.13, 0.57, 0.53)  -0.620
H (-3.31, -1.59, -0.76)  0.249
H (-0.86, -1.90, 1.20)  0.212
H (-1.46, -3.02, -0.03)  0.210
H (-1.14, 2.59, 0.95)  0.230
H (-0.54, 2.62, -0.71)  0.219
H (-2.21, 2.38, -0.18)  0.254
H (3.45, -1.29, -0.24)  0.442
H (3.74, 0.07, -1.08)  0.439
H (2.31, -0.16, -0.22)  0.476
H (3.80, 0.24, 0.60)  0.460


(5)
C9H14 | ωB97M-V with the def2-TZVPD basis set

Properties
frontier orbital gap = 9.838 eV

Each line ends with the natural charge from an NBO analysis.
Positions of all 23 atoms, in Å:
C (-0.17, 2.48, 0.35)  -0.635
C (-2.37, -0.90, -1.09)  -0.241
C (-2.69, -0.27, 0.07)  -0.204
C (-1.19, -0.64, -1.73)  -0.211
C (-2.11, 0.96, 0.39)  -0.214
C (-0.52, 0.56, -1.38)  -0.200
C (-0.99, 1.42, -0.26)  -0.028
H (-2.63, -1.88, -1.56)  0.221
H (-3.52, -0.70, 0.69)  0.217
H (-0.82, -1.13, -2.64)  0.214
H (-2.59, 1.57, 1.19)  0.212
H (0.46, 0.65, -1.88)  0.206
H (0.28, 3.16, -0.36)  0.222
H (0.71, 2.12, 0.87)  0.223
H (-0.71, 3.05, 1.18)  0.217
C (2.27, -1.42, 0.07)  -0.620
C (2.42, -1.16, 1.58)  -0.623
H (3.02, -1.97, -0.51)  0.204
H (1.45, -2.07, -0.17)  0.208
H (2.12, -0.46, -0.50)  0.202
H (2.26, -0.13, 1.75)  0.206
H (3.52, -1.47, 1.64)  0.211
H (1.82, -1.75, 2.30)  0.213


(6)
C6H10FN | ωB97M-V with the def2-TZVPD basis set

Properties
frontier orbital gap = 9.414 eV

Each line ends with the natural charge from an NBO analysis.
Positions of all 18 atoms, in Å:
C (-1.26, -0.37, 1.68)  0.143
C (-1.64, 0.04, 0.20)  -0.244
C (-0.01, -1.04, 1.17)  -0.238
C (0.52, -0.07, -1.26)  -0.072
C (0.91, 1.32, -1.22)  -0.449
C (1.92, 0.37, -0.83)  -0.413
H (-1.17, 0.27, 2.45)  0.179
H (-1.70, 1.23, -0.32)  0.206
H (-2.78, -0.73, 0.08)  0.235
H (0.93, -0.37, 1.30)  0.192
H (0.00, -2.03, 1.28)  0.217
H (0.80, -0.65, -2.08)  0.208
H (0.71, 1.96, -2.05)  0.224
H (0.75, 1.91, -0.23)  0.214
H (2.37, 0.29, 0.17)  0.224
H (2.45, 0.00, -1.78)  0.207
N (-0.52, -0.75, -0.35)  -0.446
F (-2.29, -1.40, 1.80)  -0.387


Going through the records in order, we get ΔE to the lowest compared entry with this formula, charge and spin values of 272.6, 423.1, 0.0, 483.3, 188.6, 554.8 kJ/mol.